C2H4INOS | ωB97M-V with the def2-TZVPD basis set

## Properties
E_tot = -24609.85066 eV
Frontier orbital gap = 7.563 eV
Energy above the lowest of the compared OMol25 structures with the same formula, charge and spin = 202.66 kJ/mol
SMILES = CO/N=C/SI
LUMO energy = -0.042 hartree

The geometry in ORCA input format:
```
! wB97M-V def2-TZVPD RIJCOSX def2/J DEFGRID3
* xyz 0 1
C 0.199 1.899 0.853
O 0.357 0.502 0.871
N -0.451 -0.027 -0.055
C -0.197 -1.222 -0.456
S -1.284 -2.106 -1.562
I 0.209 -3.957 -2.109
H 0.147 2.342 -0.119
H 1.042 2.330 1.427
H -0.716 2.113 1.364
H 0.694 -1.874 -0.214
*
```